DFT (wB97M-V/def2-TZVPD) results for a cluster of 2 separate species, C4H12 in total at a distorted geometry.

```
16
Properties=species:S:1:pos:R:3:forces:R:3:lowdin_charge:R:1
C 1.571783 2.552324 -0.546390 -1.576 -2.685 0.588 -0.1370
C 1.476106 1.652342 0.806767 -1.552 0.966 -0.255 -0.1493
H 0.877821 3.379840 -0.532608 -0.278 0.145 0.022 0.0344
H 2.567174 2.961538 -0.693233 0.063 -0.319 -0.085 0.0436
H 1.230305 1.818702 -1.379288 0.954 1.549 1.028 0.0831
H 0.799018 0.768818 0.785687 0.429 0.535 -0.890 0.0267
H 1.045479 2.131960 1.738086 1.071 0.195 -1.084 0.0703
H 2.454413 1.273035 0.953168 0.902 -0.358 0.684 0.0280
C -1.201783 -1.391245 -0.256943 1.181 -0.622 0.155 -0.1910
C -1.838009 -2.796854 0.011024 -0.609 1.757 -1.168 -0.1689
H -1.803998 -0.573233 0.028796 -1.389 0.665 0.619 0.0257
H -0.284017 -1.174796 0.417692 -0.942 -0.790 -1.726 0.0745
H -1.107638 -1.208633 -1.347557 0.815 -0.232 0.637 0.0662
H -1.292439 -3.562551 -0.478033 0.925 -0.619 -0.664 0.0231
H -2.864072 -2.844732 -0.582626 1.565 0.026 2.321 0.1088
H -1.630143 -2.986513 1.075459 -1.561 -0.213 -0.181 0.0621
```
Positions in Å, forces in eV/Å.

Properties
E_tot, a.u.: -159.53800
Relative energy (zero: lowest compared OMol25 entry of this formula, charge and spin), kcal/mol: 29.5
Spin multiplicity: 1
Max |F|, eV/A: 3.17
Molar mass, g/mol: 60.14